Record 1
Here is a cluster of 2 separate species, C3H6O in total at a distorted geometry from OMol25. Energies are from ωB97M-V with the def2-TZVPD basis set.

DFT total energy: -193.0696 Eh
lowest unoccupied orbital energy: 0.9 eV
molar mass: 58.08 g/mol
highest occupied orbital energy: -10.01 eV
structure (SMILES): C#CC.O
ΔE to the lowest compared entry with this formula, charge and spin: 193.3 kJ/mol
maximum force: 0.067 Eh/bohr
charge: 0

```
10
Properties=species:S:1:pos:R:3:nbo_charge:R:1
C -1.21476 0.94382 -0.17791 -0.28
C -0.71676 -0.12750 -0.52501 0.01
C -0.26118 -1.45075 -0.91921 -0.70
H -1.74186 1.83823 0.10866 0.25
H -0.82616 -2.23974 -0.39490 0.24
H 0.81669 -1.63363 -0.77304 0.24
H -0.48581 -1.51444 -1.99721 0.24
O 1.57341 1.58888 1.22215 -0.95
H 2.10313 1.51721 2.04829 0.46
H 0.75334 1.07788 1.40822 0.48
```

=====

Record 2
Here is a structure of composition C35H36BaINOSb2 at a distorted geometry from OMol25. Energies are from ωB97M-V with the def2-TZVPD basis set.

DFT total energy: -2288.3582 Eh
lowest unoccupied orbital energy: -5.5 eV
molar mass: 994.43 g/mol
highest occupied orbital energy: -13.29 eV
ΔE to the lowest compared entry with this formula, charge and spin: 386.0 kJ/mol
maximum force: 0.161 Eh/bohr
charge: +2

```
77
Properties=species:S:1:pos:R:3:mulliken_charge:R:1
Ba 0.83877 -0.47185 -0.36190 1.83
C -1.11179 0.86486 -0.98912 -0.36
C -2.56387 0.89013 -1.44223 -0.59
C -2.97192 -0.57598 -1.84588 -1.46
Sb -1.30488 -2.10361 -1.72174 1.22
C -2.74279 -3.77676 -1.53713 0.24
C -2.81110 -4.56118 -0.38878 -0.03
C -3.81900 -5.50838 -0.25801 -0.66
C -4.75394 -5.68197 -1.26703 -0.44
C -4.68697 -4.90130 -2.41339 -0.59
C -3.69217 -3.94448 -2.54993 -0.50
C -0.94165 -1.94547 0.48293 -1.48
C 0.19648 -2.65349 1.00156 -0.68
C 0.47565 -2.65467 2.34342 -0.52
C -0.36361 -1.95992 3.23040 -0.71
C -1.45951 -1.27885 2.75787 -0.73
C -1.74936 -1.25126 1.37752 0.65
Sb 0.04468 2.54197 -0.00388 0.74
C -0.77619 2.41449 1.92969 0.49
C 0.12650 2.06719 2.93431 -0.50
C -0.28130 2.02631 4.26464 -0.70
C -1.58830 2.34044 4.59453 -0.54
C -2.50206 2.67535 3.59628 -0.70
C -2.10080 2.71873 2.27302 -0.24
C -0.86497 4.06475 -1.10199 0.36
C -0.65666 4.04104 -2.48159 -0.57
C -1.34234 4.92843 -3.29974 -0.64
C -2.22340 5.84626 -2.74366 -0.50
C -2.41140 5.89000 -1.36941 -0.61
C -1.73756 4.99909 -0.54593 -0.30
H -0.51673 0.51067 -1.85766 0.64
H -1.13241 0.11872 -0.19284 -0.88
H -2.68784 1.58346 -2.27208 0.44
H -3.20251 1.23606 -0.62962 0.16
H -3.33344 -0.61742 -2.87301 0.62
H -3.75387 -0.99385 -1.21522 0.54
H -2.09250 -4.44812 0.41307 0.33
H -3.87036 -6.11570 0.63637 0.39
H -5.53623 -6.42151 -1.15943 0.40
H -5.40855 -5.03976 -3.20772 0.40
H -3.67606 -3.33479 -3.44609 0.33
H 0.81375 -3.23376 0.29721 0.65
H 1.30348 -3.24481 2.70831 0.60
H -0.15699 -1.99492 4.29217 0.46
H -2.12280 -0.77461 3.44951 0.47
H -2.64848 -0.75310 1.03517 0.48
H 1.15686 1.82405 2.70176 0.43
H 0.42740 1.76548 5.04020 0.48
H -1.90185 2.32982 5.63065 0.42
H -3.52465 2.91330 3.85927 0.44
H -2.82063 2.99115 1.50974 0.43
H 0.05179 3.35296 -2.93317 0.37
H -1.18492 4.90857 -4.37025 0.42
H -2.75691 6.53666 -3.38344 0.40
H -3.08100 6.62152 -0.93656 0.42
H -1.88423 5.05316 0.52635 0.56
C 4.88304 -1.59583 0.96849 -0.79
C 4.09810 -1.58026 2.25478 0.66
C 4.74968 -2.12372 3.48526 -1.36
O 2.96127 -1.13105 2.29065 -0.39
H 5.86248 -2.05743 1.06602 0.41
H 5.00619 -0.57264 0.61226 0.28
H 4.31785 -2.11927 0.19796 0.13
H 5.73725 -1.67603 3.61524 0.41
H 4.90923 -3.19840 3.35362 0.34
H 4.13577 -1.94463 4.36333 0.33
I 7.04577 -1.64807 -3.87283 0.18
C 5.78317 -0.19338 -3.14887 -0.29
C 6.06113 1.15739 -3.30926 -0.17
C 5.18622 2.08647 -2.76996 -0.78
C 4.06876 1.63199 -2.09300 -0.32
N 3.78254 0.33644 -1.94209 0.17
C 4.62921 -0.55077 -2.46728 -0.38
H 6.94515 1.47739 -3.84522 0.41
H 5.37163 3.14708 -2.86774 0.43
H 3.38818 2.34275 -1.63807 0.40
H 4.39250 -1.60115 -2.34077 0.41
```